(1)
Entry from the Open Molecules 2025 dataset: one molecule with the formula C3H7NO3 at a distorted geometry (ωB97M-V/def2-TZVPD).

Computed properties:
Max |F|   4.850 eV/Å
Molar mass   105.09 u
Structure (SMILES)   N[C@@H](CO)C(=O)O
Energy above the lowest of the compared OMol25 structures with the same formula, charge and spin   197.4 kJ/mol

```
14
Properties=species:S:1:pos:R:3:lowdin_charge:R:1
N 1.3106 -1.0014 -1.0085 0.07
C 0.4367 -0.0534 -0.4103 -0.29
C -1.0304 -0.5724 0.0542 -0.18
O -1.8879 0.5247 0.2015 -0.08
C 1.0018 0.7929 0.6675 -0.54
O 2.1845 0.9723 0.7446 0.12
O 0.0797 1.4209 1.3719 0.14
H 2.2756 -0.7635 -0.7052 0.11
H 1.1291 -1.1236 -1.9315 0.04
H 0.2542 0.7301 -1.1998 0.17
H -0.9413 -1.0402 1.0905 0.15
H -1.4696 -1.3581 -0.6060 0.13
H -2.6357 0.3041 0.8314 0.16
H -0.7075 1.1676 0.8996 0.00
```

---

(2)
Entry from the Open Molecules 2025 dataset: one molecule with the formula C3H5NO at a distorted geometry (ωB97M-V/def2-TZVPD).

Computed properties:
Max |F|   2.446 eV/Å
Molar mass   71.08 u
Structure (SMILES)   COCC#N
Energy above the lowest of the compared OMol25 structures with the same formula, charge and spin   157.1 kJ/mol

```
10
Properties=species:S:1:pos:R:3:lowdin_charge:R:1
C 1.0477 -0.2509 -0.7982 -0.13
O -0.2282 -0.8994 -0.5484 -0.22
C -0.8235 -0.3704 0.6470 -0.20
C -1.0101 1.0926 0.5594 -0.20
N -1.2557 2.1989 0.7745 0.16
H 1.7902 -0.3058 0.1263 0.12
H 1.5334 -0.7691 -1.6841 0.09
H 0.9613 0.8361 -1.2265 0.11
H -0.1699 -0.7125 1.4698 0.13
H -1.8454 -0.8194 0.6802 0.14
```